(1)
DFT (wB97M-V/def2-TZVPD) results for a structure of composition C61H61ClF3GeINO3S2Si3W.

```
138
Properties=species:S:1:pos:R:3:forces:R:3
W -0.4317 -0.7203 -0.4364 0.3 0.1 0.8
Cl 1.3795 -7.4711 -0.7095 0.0 0.0 0.0
C 1.0773 -5.8565 -0.1943 0.0 0.0 0.0
C 1.5082 -5.4306 1.0251 0.0 0.0 0.1
C 1.2875 -4.1057 1.4740 0.1 0.0 -0.2
I 2.3343 -3.4791 3.1347 0.0 0.0 0.0
C 0.5469 -3.2346 0.7102 -0.1 0.0 0.3
O 0.1953 -1.9716 1.0173 -0.1 -0.1 -0.1
C 0.1605 -3.6645 -0.5661 -0.1 0.0 -0.2
N -0.3975 -2.6819 -1.3351 0.0 0.2 -0.1
C -0.6549 -2.9419 -2.6110 0.0 0.0 -0.1
C -0.4326 -4.1915 -3.1786 0.0 -0.1 0.0
C 0.0935 -5.2014 -2.4094 0.0 0.0 0.0
C 0.4276 -4.9483 -1.0696 0.0 0.0 0.1
H 2.0605 -6.1096 1.6596 0.0 0.0 0.0
H -1.0393 -2.1223 -3.1960 0.0 0.0 0.0
H -0.6719 -4.3453 -4.2208 0.0 0.0 0.0
H 0.2823 -6.1809 -2.8283 0.0 0.0 0.0
C -4.4687 4.3507 5.6196 0.0 0.0 0.0
C -3.7275 3.2530 4.9133 0.0 0.0 0.0
C -2.7726 3.5567 3.9390 0.0 0.0 0.0
C -2.0948 2.5599 3.2638 0.0 0.0 0.0
C -2.3697 1.2335 3.5670 0.0 0.0 0.0
C -3.3211 0.9027 4.5219 0.0 0.0 0.0
C -3.9897 1.9150 5.1926 0.0 0.0 0.0
S -1.5487 -0.1376 2.8113 0.0 0.0 0.0
O -1.3860 0.2532 1.3250 0.0 0.0 -0.1
C 0.0105 -0.1246 3.6747 0.0 0.0 -0.1
C 0.0068 -1.1754 4.6238 0.0 0.0 0.0
C 1.0581 -1.3484 5.4669 0.0 0.0 0.0
C 2.2433 -0.6069 5.2657 0.0 0.0 0.0
C 3.4136 -0.8885 6.0118 0.0 0.0 0.0
C 4.5630 -0.1887 5.7902 0.0 0.0 0.0
C 4.5872 0.8354 4.8206 0.0 0.0 0.0
C 3.4670 1.1442 4.1036 0.0 0.0 0.0
C 2.2605 0.4229 4.2931 0.0 0.0 0.0
C 1.0587 0.7629 3.5751 0.0 0.0 0.1
C 1.0431 2.2132 3.1642 0.1 -0.1 -0.1
C 1.0214 3.0907 4.3027 0.0 0.1 0.0
C 0.6496 2.6288 5.5960 0.0 0.0 0.0
C 0.5987 3.4852 6.6556 0.0 0.0 0.0
C 0.9368 4.8488 6.5048 0.0 0.0 0.0
C 1.2920 5.3263 5.2803 0.0 0.0 0.0
C 1.3268 4.4654 4.1547 0.0 0.0 0.0
C 1.6702 4.9586 2.8794 0.0 0.0 -0.1
C 1.5988 4.1537 1.7841 -0.1 0.1 0.0
C 1.2566 2.7840 1.9212 -0.2 0.0 0.1
S 0.5111 2.1297 0.4513 0.1 0.1 -0.5
O 0.9278 0.6424 0.2693 0.1 -0.2 0.2
C 1.3517 2.9292 -0.8756 0.1 0.0 0.1
C 0.6313 3.8330 -1.6422 0.0 0.0 0.0
C 1.2550 4.4479 -2.7162 0.0 0.0 0.0
C 2.5841 4.1680 -3.0306 0.0 0.0 0.0
C 3.2577 4.8510 -4.1841 0.0 0.0 0.0
C 3.2804 3.2474 -2.2422 0.0 0.0 0.0
C 2.6752 2.6219 -1.1690 0.0 0.0 0.0
H -3.8037 5.1783 5.8649 0.0 0.0 0.0
H -4.9291 3.9921 6.5379 0.0 0.0 0.0
H -5.2616 4.7456 4.9813 0.0 0.0 0.0
H -2.5585 4.5943 3.7100 0.0 0.0 0.0
H -1.3722 2.8111 2.5038 0.0 0.0 0.0
H -3.5449 -0.1354 4.7385 0.0 0.0 0.0
H -4.7300 1.6596 5.9401 0.0 0.0 0.0
H -0.8580 -1.8254 4.6833 0.0 0.0 0.0
H 1.0302 -2.1126 6.2334 0.0 0.0 0.0
H 3.3783 -1.6733 6.7578 0.0 0.0 0.0
H 5.4570 -0.4123 6.3564 0.0 0.0 0.0
H 5.5047 1.3819 4.6474 0.0 0.0 0.0
H 3.5075 1.9373 3.3689 0.0 0.0 0.0
H 0.3773 1.5924 5.7438 0.0 0.0 0.0
H 0.2968 3.1178 7.6273 0.0 0.0 0.0
H 0.9084 5.5065 7.3631 0.0 0.0 0.0
H 1.5489 6.3691 5.1425 0.0 0.0 0.0
H 1.9650 5.9948 2.7706 0.0 0.0 0.0
H 1.8071 4.5603 0.8056 0.0 0.0 0.0
H -0.4032 4.0481 -1.4066 0.0 0.0 0.0
H 0.6986 5.1518 -3.3233 0.0 0.0 0.0
H 3.5362 5.8708 -3.9115 0.0 0.0 0.0
H 2.5946 4.9149 -5.0464 0.0 0.0 0.0
H 4.1625 4.3259 -4.4838 0.0 0.0 0.0
H 4.3094 3.0142 -2.4856 0.0 0.0 0.0
H 3.2134 1.8961 -0.5715 0.0 0.0 0.0
F 6.0001 2.3242 -6.6413 0.0 0.0 0.0
C 4.7110 2.3830 -6.9970 0.0 0.0 0.0
F 4.5835 1.7685 -8.1809 0.0 0.0 0.0
F 4.4003 3.6797 -7.1860 0.0 0.0 0.0
C 3.8097 1.7649 -5.9586 0.0 0.0 0.0
C 4.3328 0.9826 -4.9404 0.0 0.0 0.0
C 3.4829 0.4296 -3.9972 0.0 0.0 0.0
C 2.1076 0.6537 -4.0779 0.0 -0.1 0.0
C 1.5882 1.4186 -5.1251 0.0 0.0 0.0
C 2.4403 1.9779 -6.0578 0.0 0.0 0.0
C 1.2493 0.1259 -3.0629 0.1 0.0 0.1
C 0.5688 -0.2964 -2.1428 -0.1 0.3 -0.2
H 5.3984 0.8108 -4.8815 0.0 0.0 0.0
H 3.8804 -0.1731 -3.1916 0.0 0.0 0.0
H 0.5221 1.5724 -5.2008 0.0 0.0 0.0
H 2.0447 2.5784 -6.8667 0.0 0.0 0.0
C -3.2654 -2.5392 0.8351 0.0 0.0 0.0
Si -3.5738 -1.7512 -0.8391 -0.1 0.0 0.0
C -3.5871 -3.0603 -2.1791 0.0 -0.1 0.1
C -5.3469 -1.1294 -0.8626 0.0 -0.1 0.1
Ge -2.4221 0.4863 -1.4121 -0.1 -0.4 -0.1
Si -3.9187 2.0471 -0.2926 0.1 0.1 -0.1
C -5.2756 2.4774 -1.5076 0.0 0.0 0.0
C -4.6984 1.4336 1.3059 0.0 0.0 0.0
C -2.9728 3.6456 -0.0090 0.0 0.0 0.0
Si -2.6516 0.7917 -3.8050 0.0 0.1 0.0
C -1.7522 -0.4259 -4.9142 0.0 0.0 0.0
C -1.9448 2.5186 -4.0192 0.0 0.0 0.0
C -4.4484 0.7374 -4.3442 0.0 0.0 0.0
H -3.8387 -3.4715 0.8514 0.0 0.0 0.0
H -3.6559 -1.9059 1.6339 0.0 0.0 0.0
H -2.2296 -2.7843 1.0711 0.0 0.0 0.0
H -4.5871 -3.5016 -2.1170 0.0 0.0 0.0
H -2.8791 -3.8717 -2.0286 0.0 0.0 0.0
H -3.4797 -2.6654 -3.1903 0.0 0.0 0.0
H -5.9323 -1.9195 -0.3778 0.0 0.0 0.0
H -5.7094 -1.0439 -1.8877 0.0 0.0 0.0
H -5.5578 -0.2050 -0.3363 0.0 0.0 0.0
H -5.8730 1.6225 -1.8235 0.0 0.0 0.0
H -4.8768 2.9655 -2.3980 0.0 0.0 0.0
H -5.9479 3.1896 -1.0199 0.0 0.0 0.0
H -5.7808 1.3632 1.1793 0.0 0.0 0.0
H -4.5076 2.1495 2.1069 0.0 0.0 0.0
H -4.3384 0.4588 1.6355 0.0 0.0 0.0
H -2.7821 4.1471 -0.9604 0.0 0.0 0.0
H -2.0276 3.5007 0.5067 0.1 0.0 0.0
H -3.5895 4.3171 0.5957 0.0 0.0 0.0
H -0.7017 -0.5822 -4.6732 0.0 0.0 0.0
H -1.7993 -0.0198 -5.9296 0.0 0.0 0.0
H -2.2669 -1.3896 -4.9448 0.0 0.0 0.0
H -0.8977 2.5640 -3.7139 0.0 0.0 0.0
H -2.4968 3.2377 -3.4079 0.0 0.0 0.0
H -2.0188 2.8486 -5.0590 0.0 0.0 0.0
H -5.0428 0.0084 -3.7925 0.0 0.0 0.0
H -4.4808 0.4498 -5.3984 0.0 0.0 0.0
H -4.9392 1.7050 -4.2537 0.0 0.0 0.0
```
Forces are in eV/Å.

Energy (a.u.): -7507.498750
Frontier orbital gap (alpha / beta) (eV): 5.9 / 6.3
Multiplicity: 2
Highest occupied orbital energy (alpha / beta) (eV): -12.26 / -12.33
Charge: +2

(2)
DFT (wB97M-V/def2-TZVPD) results for a structure of composition C2H3F2NO at a distorted geometry.

```
9
Properties=species:S:1:pos:R:3:forces:R:3
C -0.5429 -0.2221 -1.5136 5.5 -1.2 2.0
C -0.1889 0.0875 0.4179 -3.2 0.2 -2.6
N 1.0524 0.3639 0.9085 -1.5 1.6 -1.9
O 0.4039 -0.5539 -2.2013 -2.5 1.0 1.4
F -0.9814 1.1803 0.6196 -0.2 -0.4 0.4
F -0.8176 -1.0067 1.0666 0.4 0.9 -0.6
H -1.5462 -0.1607 -1.8694 -1.2 0.4 0.1
H 1.0554 0.7218 1.8231 0.0 0.4 1.3
H 1.5654 -0.4101 0.7485 2.8 -2.8 -0.1
```
Forces are in eV/Å.

Energy (a.u.): -407.670556
Frontier orbital gap (eV): 10.3
Multiplicity: 1
Highest occupied orbital energy (eV): -9.76

(3)
DFT (wB97M-V/def2-TZVPD) results for a cluster of 2 separate species, CH4IN3 in total at a distorted geometry.

```
9
Properties=species:S:1:pos:R:3:forces:R:3
H 1.4041 -1.1005 -2.0040 0.4 0.2 1.0
N 0.8923 -1.1212 -1.0866 -0.2 0.2 -0.6
N 1.2115 -0.6144 -0.0580 -0.5 -0.9 -0.2
I 3.1067 0.2990 0.3458 0.6 0.3 -0.3
C -1.2153 0.0867 0.6287 -1.3 1.3 3.7
N -1.3529 1.1164 -0.0644 -0.3 2.3 -0.8
H -1.4824 -0.7845 0.1132 0.4 -1.8 -0.5
H -1.1704 0.0002 1.8377 0.2 0.4 -2.6
H -1.3936 2.1183 0.2876 0.6 -2.0 0.3
```
Forces are in eV/Å.

Energy (a.u.): -502.333448
Frontier orbital gap (eV): 8.6
SMILES: [H]/N=N\I.C=N
Multiplicity: 1
Highest occupied orbital energy (eV): -9.15

(4)
DFT (wB97M-V/def2-TZVPD) results for the molecule C5H7N.

```
13
Properties=species:S:1:pos:R:3:forces:R:3
C 1.7822 0.1219 -0.1487 0.0 0.0 0.0
C 0.2997 0.0309 -0.0321 -0.2 -0.1 0.0
C -0.7020 1.0787 0.3589 0.1 0.1 0.0
C -2.0827 0.4388 0.3942 0.3 -0.3 -0.2
C -1.8128 -0.8281 -0.0008 -0.2 0.1 0.1
N -0.3943 -1.0425 -0.2472 0.2 0.2 0.0
H 2.2329 0.1433 0.8510 -0.1 0.0 -0.1
H 2.2133 -0.7203 -0.6994 -0.1 0.1 0.1
H 2.0696 1.0513 -0.6499 -0.1 -0.1 0.1
H -0.4110 1.5847 1.2895 -0.1 -0.1 -0.1
H -0.6847 1.8641 -0.4142 0.0 -0.1 0.1
H -2.4423 -1.6976 -0.1630 0.1 0.2 0.0
H 0.0196 -1.9173 -0.5559 -0.1 0.1 0.1
```
Forces are in eV/Å.

Energy (a.u.): -249.354550
Frontier orbital gap (eV): 7.7
Multiplicity: 1
Highest occupied orbital energy (eV): -7.16